ORCA calculation (ωB97M-V/def2-TZVPD) on C22H49N2P3SSeTb as an isolated structure at a distorted geometry.

As for the energy: -5624.081041 a.u. As for the max |F|: 3.9 eV Å⁻¹. The total charge is +3. The expectation value of S² is 12.741. As for the orbital gap (alpha / beta): 3.879 / 3.471 eV. Its spin multiplicity is 7. Its molecular weight is 704.52 g mol⁻¹. As for the HOMO energy (alpha / beta): -0.5455 / -0.5455 Ha.

Structure (XYZ):
```
79
Properties=species:S:1:pos:R:3:lowdin_charge:R:1
Tb -0.38570 -0.23891 0.19949 0.34
Se 0.84921 -2.40867 0.51823 0.84
S 1.75359 1.22352 -0.13328 0.60
P -1.96821 1.66800 -0.68155 0.61
P -0.92671 0.13955 2.60909 0.63
P -2.46489 -1.86961 -0.05598 0.62
N 1.54594 3.67483 0.82489 0.02
N 2.76817 2.12956 2.10682 0.01
C 1.03212 4.71042 1.79567 -0.22
C 1.68043 6.07332 1.57838 -0.05
C 2.71712 -4.57365 -8.23110 -0.06
C -4.12396 -1.30102 0.14515 -0.25
C -2.67196 1.16132 -2.24385 -0.23
C 1.84059 -4.47526 -1.07519 -0.08
C 2.17205 -4.48968 -3.47502 0.03
C -1.13847 3.13955 -1.08047 -0.27
C 3.56499 3.06511 3.00046 -0.16
C 1.67256 -3.18295 -3.54201 -0.01
C 3.18847 -5.33442 -7.20808 -0.10
C -2.36732 -3.23489 1.06509 -0.27
C 1.33054 -3.14752 -1.12221 -0.58
C -0.07782 -1.04569 3.63291 -0.24
C -2.60484 0.08853 3.19393 -0.22
C 2.00238 2.48159 1.10781 -0.78
C -2.39825 -2.60654 -1.68815 -0.21
C -0.36481 1.73589 3.15893 -0.23
C 2.25031 -5.12768 -2.22472 -0.01
C 3.16168 2.90775 4.46104 -0.06
C -3.29112 2.18153 0.34996 -0.25
C 1.26207 -2.52365 -2.38857 -0.10
H 4.15921 -5.12945 -6.75694 0.04
H 1.43484 6.44327 0.58428 0.09
H 4.62773 2.86771 2.87685 0.13
H -4.28087 -0.84619 1.13174 0.05
H -4.44273 -0.58577 -0.62058 0.05
H 2.09319 3.10838 4.59895 0.06
H 3.72765 3.61885 5.05269 0.10
H 3.38087 1.89374 4.80509 0.09
H -3.28542 2.00873 -2.56253 0.08
H -3.32741 -3.17904 -1.79608 0.08
H -3.07282 -0.88944 3.03515 0.05
H 1.60747 -2.67930 -4.50533 0.13
H -2.18853 -2.93205 2.10521 0.04
H 0.73205 1.82094 3.11436 0.03
H -2.55700 0.28788 4.27184 0.08
H 2.76702 6.02170 1.68563 0.08
H -4.74542 -2.20086 0.06999 0.08
H 2.61333 -6.17569 -6.82241 0.04
H -0.68960 1.85897 4.19448 0.09
H 1.20552 4.32154 2.80863 0.10
H 3.29610 -3.73755 -8.62507 0.05
H 3.38182 4.08421 2.64865 0.10
H 2.49621 -5.00723 -4.38017 0.12
H -1.56113 -3.92345 0.76637 0.05
H 3.04877 1.11373 2.30588 0.19
H 2.63603 -6.14187 -2.15768 0.13
H 1.31028 3.96643 -0.18387 0.17
H 1.89963 -4.96642 -0.10763 0.11
H -2.91886 2.65262 1.26844 0.06
H 0.87477 -1.51061 -2.44093 0.06
H -1.53240 -3.27242 -1.76578 0.05
H -1.87244 0.98035 -2.97220 0.07
H -0.36608 -0.39534 -1.55689 0.00
H 0.99690 -1.10148 3.40020 0.06
H -0.21339 -0.73159 4.67349 0.08
H -3.98498 1.37776 0.63354 0.04
H -0.04839 4.81547 1.67739 0.11
H 1.28084 6.75969 2.32042 0.10
H -0.26493 2.98655 -1.73310 0.06
H -3.33777 -3.73369 0.99719 0.08
H -2.32592 -1.85475 -2.48322 0.05
H -3.28728 0.25652 -2.18720 0.03
H 1.75047 -4.78339 -8.69034 0.05
H -0.80385 3.68970 -0.18577 0.04
H -3.83288 2.92963 -0.23746 0.08
H -3.23040 0.85328 2.71713 0.05
H -0.78378 2.55263 2.55067 0.05
H -0.49403 -2.05154 3.49169 0.06
H -1.88053 3.73856 -1.61245 0.08
```